17
Properties=species:S:1:pos:R:3:nbo_charge:R:1 method="wB97M-V/def2-TZVPD" e_tot_ev=-8430.0949 smiles="CC/C=C/C=C/O" gap_ev=9.46 max_force_ev_per_a=1.18 e_above_lowest_ev=1.1455 homo_energy_ev=-8.446 lumo_energy_ev=1.015
C -2.366 -2.292 -1.229 -0.6040
C -1.967 -1.592 0.094 -0.4436
C -1.113 -0.396 -0.173 -0.1622
C -0.012 -0.059 0.487 -0.2146
C 0.929 0.967 0.023 -0.2696
C 1.967 1.368 0.740 0.1275
O 2.755 2.449 0.333 -0.7244
H -2.385 -3.384 -1.163 0.2121
H -1.689 -1.985 -2.023 0.2074
H -3.403 -2.060 -1.486 0.2061
H -1.444 -2.303 0.735 0.2054
H -2.879 -1.410 0.662 0.2119
H -1.395 0.167 -1.056 0.1875
H 0.279 -0.572 1.403 0.1969
H 0.638 1.448 -0.907 0.2126
H 2.226 1.046 1.745 0.1703
H 3.479 2.155 -0.233 0.4806

15
Properties=species:S:1:pos:R:3:nbo_charge:R:1 method="wB97M-V/def2-TZVPD" e_tot_ev=-6252.5453 smiles=CCNCN gap_ev=9.86 max_force_ev_per_a=2.59 e_above_lowest_ev=0.8830 homo_energy_ev=-8.689 lumo_energy_ev=1.168
C -1.832 1.507 0.473 -0.6196
C -0.357 1.171 0.481 -0.2203
N -0.003 0.108 -0.466 -0.6526
C 0.474 -1.138 0.083 -0.0412
N 1.650 -1.608 -0.693 -0.8332
H -2.009 2.022 -0.480 0.2023
H -2.022 2.351 1.146 0.2002
H -2.637 0.804 0.636 0.2156
H 0.266 2.063 0.431 0.1926
H -0.084 0.820 1.493 0.1647
H 0.669 0.492 -1.120 0.3754
H -0.290 -1.898 -0.070 0.1509
H 0.679 -1.071 1.152 0.1612
H 2.156 -2.241 -0.077 0.3528
H 1.326 -2.259 -1.388 0.3511

10
Properties=species:S:1:pos:R:3:nbo_charge:R:1 method="wB97M-V/def2-TZVPD" e_tot_ev=-20480.7514 gap_ev="9.44 / 6.44" max_force_ev_per_a=5.06 e_above_lowest_ev=4.8277 homo_energy_ev="-10.319 / -10.209" lumo_energy_ev="-0.880 / -3.773"
C 0.213 1.257 -0.732 0.1125
N -0.402 1.991 0.085 -0.2839
N -1.426 -0.774 0.915 -0.6615
N 0.370 -0.047 -0.841 -0.8376
O 0.201 -2.369 0.047 -0.8828
O 0.962 -0.523 1.625 -0.8373
S 0.060 -1.072 0.620 2.3311
H -1.724 0.145 1.138 0.3945
H 0.816 1.994 -1.373 0.2220
H 0.929 -0.603 -1.484 0.4430